1.
# C3H5N3

A cluster of 2 separate species, C3H5N3 in total at a distorted geometry (the ωB97M-V functional and the def2-TZVPD basis, OMol25).

Element x y z (Å)
C -1.90556 -0.25042 0.01740
N -0.66657 0.08643 -0.62925
C 0.26237 0.72987 -0.22426
N 1.26032 1.40851 0.07089
H -2.59703 -0.56894 -0.76084
H -1.77639 -1.05859 0.74178
H -2.31904 0.62775 0.52585
H 0.82081 2.33334 0.00059
C 2.32377 -1.07579 0.08740
N 1.37860 -1.72739 -0.03069
H 3.21873 -0.50477 0.20114

ΔE to the lowest compared entry with this formula, charge and spin = 206.84 kJ/mol
Total energy = -281.51127 a.u.
Max |F| = 1.243 eV/Å
Frontier orbital gap = 10.75 eV
E_HOMO = -9.824 eV
Charge = 0

2.
# C8H5Cl2FO

An isolated molecule of C8H5Cl2FO at a distorted geometry (the ωB97M-V functional and the def2-TZVPD basis, OMol25).

Element x y z (Å)
C -1.22377 -1.38447 -0.28112
C -0.22833 -0.95447 -1.05469
C -1.65863 -0.56535 0.82801
C 0.69419 0.17843 -0.62578
C -1.28793 0.73492 0.84838
C -0.22757 1.18611 -0.01272
C -0.26695 2.42788 -0.37775
C 1.85454 -0.48924 0.28254
O -0.36949 3.57224 -0.65973
F 1.50883 -0.66702 1.55110
Cl 3.25818 0.69715 0.46376
Cl 2.28870 -2.13959 -0.23531
H -1.80346 -2.33089 -0.67980
H 0.03599 -1.44141 -1.97014
H -2.13660 -1.15983 1.55877
H 1.25094 0.83136 -1.27769
H -1.68863 1.50415 1.64218

ΔE to the lowest compared entry with this formula, charge and spin = 0.00 kJ/mol
Total energy = -1403.13210 a.u.
Max |F| = 6.980 eV/Å
Frontier orbital gap (spin up / spin down) = 6.16 / 7.07 eV
E_HOMO (spin up / spin down) = -5.722 / -9.528 eV
2S+1 = 3
Charge = 0

3.
# C18H28BBrINO5

A structure of composition C18H28BBrINO5 at a distorted geometry (the ωB97M-V functional and the def2-TZVPD basis, OMol25).

Element x y z (Å)
C 1.63741 -4.25749 1.27302
C 0.55456 -3.77395 0.12721
O -0.74250 -3.38307 0.70853
B -1.41146 -2.41706 -0.16687
O -1.89062 -3.06696 -1.36300
C -1.66212 -0.89892 0.35783
C -0.50452 -0.77967 1.52644
O -0.19104 0.53699 1.99507
C 0.22854 1.33100 0.86003
C 1.85100 1.50520 0.90066
C 2.85883 0.36269 1.24366
C 4.42698 0.60426 1.29571
C 5.07913 2.01844 1.02074
C 4.05658 3.18965 0.68138
C 2.49105 2.93653 0.61542
C -0.29023 0.82667 -0.58014
N -1.71535 0.24532 -0.58598
C -2.48944 1.46747 -0.04630
O -2.85555 1.42055 1.34716
C -3.27860 2.71849 1.79665
C -2.36313 4.03905 1.85817
O -4.47244 2.82284 2.22868
C -2.27071 0.07840 -1.95884
I -4.34002 -0.77951 -1.97534
C -1.56261 -0.59672 -3.18820
C -0.03264 -1.01218 -3.24509
H 1.26908 -5.22376 1.80442
H 1.91920 -3.42028 2.01518
H 2.62197 -4.56137 0.75480
H 1.00400 -2.83631 -0.37112
H 0.44330 -4.56935 -0.68774
H -1.13354 -3.24850 -1.96758
H -2.64899 -1.03962 0.96954
H 0.49384 -1.20704 1.10038
H -0.84296 -1.42716 2.41035
H -0.16422 2.41011 1.06057
H 2.51143 -0.69578 1.49681
H 5.13007 -0.27414 1.56221
H 6.22096 2.18989 1.09575
H 4.53195 4.22056 0.51174
H 1.85197 3.87228 0.38353
H 0.50343 0.02860 -0.87643
H -0.22840 1.62910 -1.41156
H -3.51802 1.62348 -0.55525
H -1.92801 2.45033 -0.32934
H -1.32008 3.82555 2.31984
H -2.14511 4.36865 0.76126
H -2.88143 4.90421 2.40588
H -2.47614 1.16905 -2.33489
H -2.14004 -1.57683 -3.45290
H -1.73701 0.03748 -4.15496
H 0.20161 -1.38236 -4.32272
H 0.61149 -0.04679 -3.12784
H 0.35602 -1.74064 -2.45188
Br 2.38252 -4.61734 -1.33468

Total energy = -4029.76343 a.u.
Max |F| = 6.031 eV/Å
Frontier orbital gap = 4.68 eV
E_HOMO = -5.951 eV
Charge = 0

4.
# C8H20NO2S

A cluster of 2 separate species, C8H20NO2S in total at a distorted geometry (the ωB97M-V functional and the def2-TZVPD basis, OMol25).

Element x y z (Å)
C -3.70173 1.33931 -1.07896
C -1.59614 -1.46913 -1.83928
C -0.96431 -2.01085 0.46175
C 3.88494 1.07198 0.93689
C -2.30865 1.88261 1.26835
C 1.57880 -1.16798 -0.86947
C 0.28967 -0.28706 -0.68759
C 2.83050 -0.29828 -0.72957
N -0.96896 -1.05811 -0.58930
O -3.51502 -0.55116 0.60374
O 2.71546 0.45905 0.46572
S -2.76101 0.46495 0.01168
H -4.50037 0.84907 -1.60824
H -3.28244 2.15761 -1.66714
H -2.00786 -0.66373 -2.30331
H -0.94263 -1.78615 -2.50495
H -2.42449 -2.13701 -1.64644
H -0.39512 -1.67694 1.33561
H -2.07139 -2.18599 0.72998
H -0.47196 -2.99893 0.20335
H 3.57175 1.96696 1.41710
H 4.52903 1.38961 0.15150
H 4.34077 0.41818 1.67339
H -1.27613 2.08804 1.25164
H -2.88207 2.81586 0.90948
H -2.71433 1.68718 2.30306
H 1.50980 -1.64172 -1.80896
H 1.56670 -1.93886 -0.14300
H 0.10537 0.37441 -1.46538
H 0.36719 0.12494 0.30386
H 3.03407 0.44173 -1.60416
H 3.89690 -0.67890 -0.77532

ΔE to the lowest compared entry with this formula, charge and spin = 158.58 kJ/mol
Total energy = -919.77270 a.u.
Max |F| = 4.899 eV/Å
Frontier orbital gap (spin up / spin down) = 7.03 / 6.63 eV
E_HOMO (spin up / spin down) = -12.416 / -12.406 eV
Charge = +1

5.
# C4H10N2OS

An isolated molecule of C4H10N2OS at a distorted geometry (the ωB97M-V functional and the def2-TZVPD basis, OMol25).

Element x y z (Å)
C -1.28457 -1.02627 1.81464
N -1.02132 -0.90319 0.37442
C 0.03173 0.03966 0.01337
C 1.08858 -0.77155 -0.80451
S 2.69999 -0.03738 -1.00633
C -0.50214 1.07325 -0.95905
N 0.08654 2.29024 -0.94931
O -1.33788 0.76469 -1.78584
H -2.34464 -1.00491 2.07182
H -0.77827 -0.27792 2.43532
H -0.91889 -1.98899 2.18485
H -1.89551 -0.65038 -0.06293
H 0.51932 0.43562 0.88626
H 1.01932 -1.81412 -0.51083
H 0.62399 -0.92353 -1.79079
H 3.30922 -0.61022 0.04062
H -0.12121 2.96037 -1.66650
H 0.82572 2.44463 -0.28521

ΔE to the lowest compared entry with this formula, charge and spin = 82.55 kJ/mol
Total energy = -741.34656 a.u.
Max |F| = 1.621 eV/Å
Frontier orbital gap = 9.59 eV
E_HOMO = -8.885 eV
Charge = 0

Question: max |F| of number 4 (C8H20NO2S)?
Answer: 4.899 eV/Å

Question: The lowest max |F| belongs to which entry?
Answer: C3H5N3

Repeat the first record exactly.
# C3H5N3

A cluster of 2 separate species, C3H5N3 in total at a distorted geometry (the ωB97M-V functional and the def2-TZVPD basis, OMol25).

Element x y z (Å)
C -1.90556 -0.25042 0.01740
N -0.66657 0.08643 -0.62925
C 0.26237 0.72987 -0.22426
N 1.26032 1.40851 0.07089
H -2.59703 -0.56894 -0.76084
H -1.77639 -1.05859 0.74178
H -2.31904 0.62775 0.52585
H 0.82081 2.33334 0.00059
C 2.32377 -1.07579 0.08740
N 1.37860 -1.72739 -0.03069
H 3.21873 -0.50477 0.20114

ΔE to the lowest compared entry with this formula, charge and spin = 206.84 kJ/mol
Total energy = -281.51127 a.u.
Max |F| = 1.243 eV/Å
Frontier orbital gap = 10.75 eV
E_HOMO = -9.824 eV
Charge = 0